[1]
# C21H28N4O2

An isolated molecule of C21H28N4O2 (ωB97M-V/def2-TZVPD, OMol25).

The geometry in ORCA input format:
```
! wB97M-V def2-TZVPD RIJCOSX def2/J DEFGRID3
* xyz 0 1
C 8.194 0.126 0.188
C 6.715 0.060 0.550
C 5.848 0.684 -0.542
C 4.358 0.825 -0.179
N 3.501 -0.337 -0.307
C 3.398 -0.850 -1.658
C 3.701 -1.381 0.677
C 2.405 -2.181 0.896
N 1.272 -1.294 0.979
C 0.323 -1.254 0.010
O 0.179 -2.138 -0.810
C -0.512 -0.021 0.059
C 0.105 1.193 0.075
N -0.569 2.376 0.060
C 0.199 3.603 0.042
C -1.957 2.480 0.051
O -2.498 3.582 0.059
C -2.614 1.203 0.033
C -1.931 -0.020 0.018
C -2.926 -1.043 -0.003
C -2.888 -2.436 -0.033
C -4.081 -3.123 -0.045
C -5.308 -2.452 -0.031
C -5.375 -1.077 -0.010
C -4.175 -0.371 0.003
N -3.965 0.979 0.024
C -5.001 1.975 0.032
H 8.384 -0.407 -0.741
H 8.800 -0.324 0.972
H 8.511 1.159 0.059
H 6.550 0.594 1.490
H 6.435 -0.982 0.707
H 5.943 0.105 -1.461
H 6.231 1.687 -0.749
H 4.276 1.185 0.852
H 3.925 1.592 -0.831
H 4.265 -1.456 -1.957
H 2.504 -1.467 -1.742
H 3.299 -0.016 -2.350
H 4.498 -2.090 0.398
H 3.981 -0.903 1.620
H 2.210 -2.859 0.063
H 2.495 -2.772 1.814
H 1.378 -0.489 1.576
H 1.183 1.274 0.061
H 0.823 3.648 -0.851
H -0.510 4.431 0.033
H 0.830 3.673 0.928
H -1.943 -2.953 -0.065
H -4.076 -4.203 -0.070
H -6.222 -3.028 -0.041
H -6.324 -0.564 -0.006
H -5.632 1.858 0.917
H -4.536 2.958 0.045
H -5.625 1.879 -0.860
*
```

HOMO, Ha: -0.2765
Energy relative to the best compared isomer or geometry (same formula, charge and spin), kJ/mol: 27.5
SMILES string: CCCCN(C)CCNC(=O)c1cn(C)c(=O)c2c1c1ccccc1n2C

***

[2]
# C2HN5O

An isolated molecule of C2HN5O (ωB97M-V/def2-TZVPD, OMol25).

The geometry in ORCA input format:
```
! wB97M-V def2-TZVPD RIJCOSX def2/J DEFGRID3
* xyz 0 1
O 0.165 2.200 0.074
C 0.575 1.032 0.005
N 0.774 0.292 -1.101
C -0.033 -0.617 -1.348
N -0.992 -1.140 -0.754
N -1.206 -1.064 0.574
N -0.079 -0.878 1.329
N 0.824 0.099 1.319
H 0.187 -1.244 -2.105
*
```

HOMO, Ha: -0.3871
Energy relative to the best compared isomer or geometry (same formula, charge and spin), kJ/mol: 434.0
SMILES string: O=c1ncnnnn1

***

[3]
# C24H25F17NO4S

A cluster of 2 separate species, C24H25F17NO4S in total (ωB97M-V/def2-TZVPD, OMol25).

The geometry in ORCA input format:
```
! wB97M-V def2-TZVPD RIJCOSX def2/J DEFGRID3
* xyz 1 1
F 1.557 7.175 1.019
C 1.651 7.325 2.329
F 2.864 7.754 2.603
F 0.777 8.213 2.736
C 1.446 5.944 3.020
F 2.070 5.007 2.305
F 2.039 6.008 4.221
C -0.015 5.503 3.325
F 0.078 4.290 3.899
F -0.540 6.347 4.211
C -0.956 5.374 2.113
F -0.403 4.477 1.268
F -1.015 6.536 1.468
C -2.425 4.928 2.468
F -3.207 6.002 2.330
F -2.541 4.501 3.723
C -3.019 3.860 1.495
F -2.868 4.269 0.239
F -4.329 3.818 1.758
C -2.461 2.402 1.710
F -3.393 1.668 2.337
F -1.374 2.431 2.510
C -2.078 1.654 0.420
F -1.174 2.363 -0.270
F -3.201 1.589 -0.327
C -1.539 0.208 0.627
C -2.011 -0.834 -0.440
O -1.167 -0.946 -1.551
C -1.368 0.007 -2.556
C -0.320 0.845 -2.938
C -0.502 1.808 -3.935
C -1.746 1.930 -4.557
C -2.787 1.062 -4.197
C -2.605 0.098 -3.206
C -0.010 0.295 0.606
N 0.456 -0.930 1.271
C -0.351 -1.426 2.143
S -1.817 -0.576 2.295
H -2.010 -1.805 0.043
H -3.040 -0.630 -0.727
H 0.644 0.750 -2.457
H 0.332 2.443 -4.184
H -1.886 2.688 -5.311
H -3.735 1.152 -4.705
H -3.402 -0.580 -2.940
H 0.436 0.316 -0.377
H 0.401 1.105 1.206
H 1.352 -1.377 1.111
H -0.095 -2.302 2.718
C 1.687 -7.982 0.405
O 1.513 -7.036 -0.632
C 0.366 -6.224 -0.501
C 0.657 -4.775 -0.824
O 1.481 -4.096 0.121
C 2.866 -4.434 0.183
C 3.684 -4.042 -1.029
O 3.400 -4.869 -2.137
C 3.403 -4.201 -3.382
H 1.026 -8.843 0.270
H 2.720 -8.323 0.366
H 1.506 -7.535 1.389
H -0.051 -6.296 0.510
H -0.395 -6.577 -1.209
H -0.299 -4.244 -0.792
H 1.045 -4.664 -1.836
H 3.003 -5.488 0.425
H 3.255 -3.859 1.029
H 4.745 -4.150 -0.771
H 3.491 -2.989 -1.272
H 2.861 -3.250 -3.327
H 2.898 -4.845 -4.099
H 4.423 -4.015 -3.731
*
```

HOMO, Ha: -0.4240

***

[4]
# C12H10N3

A cluster of 2 separate species, C12H10N3 in total (ωB97M-V/def2-TZVPD, OMol25).

The geometry in ORCA input format:
```
! wB97M-V def2-TZVPD RIJCOSX def2/J DEFGRID3
* xyz 1 1
C 3.233 -0.254 0.659
C 2.599 1.959 -0.631
C -3.052 1.780 0.231
C -1.873 2.540 0.103
C -3.069 0.439 0.326
C -0.705 1.890 0.077
C -1.890 -0.288 0.369
C -0.684 0.479 0.284
C 2.509 0.810 0.155
C 0.567 -0.169 0.133
C 0.144 -2.499 -0.732
C 1.642 -2.193 -0.697
N 3.698 -1.271 0.996
N 2.674 2.898 -1.281
N 0.725 -1.556 0.256
H -3.936 2.405 0.616
H -1.774 3.534 0.185
H -3.951 -0.154 0.632
H 0.259 2.381 0.264
H -1.743 -1.374 0.570
H -0.294 -1.882 -1.408
H -0.386 -3.359 -0.480
H 2.436 -2.894 -0.405
H 2.035 -1.539 -1.538
H 0.834 -1.682 1.317
*
```

HOMO (spin up / spin down), Ha: -0.5021 / -0.4399
Energy relative to the best compared isomer or geometry (same formula, charge and spin), kJ/mol: 262.1

***

[5]
# C4H10N2O2

A cluster of 2 separate species, C4H10N2O2 in total (ωB97M-V/def2-TZVPD, OMol25).

The geometry in ORCA input format:
```
! wB97M-V def2-TZVPD RIJCOSX def2/J DEFGRID3
* xyz 0 1
C -0.477 2.534 -2.425
C -0.873 1.286 -1.683
N -0.255 1.148 -0.466
O -1.609 0.455 -2.177
H 0.094 3.335 -1.950
H -1.373 3.061 -2.761
H 0.140 2.233 -3.273
H -0.483 0.363 0.126
H 0.240 1.925 -0.091
C 0.561 -2.328 0.644
C 0.997 -1.520 1.829
N 0.073 -1.302 2.817
O 2.046 -0.895 1.850
H 1.345 -2.889 0.143
H 0.083 -1.749 -0.143
H -0.167 -3.070 0.989
H 0.263 -0.597 3.505
H -0.606 -1.989 3.066
*
```

HOMO, Ha: -0.3643
Energy relative to the best compared isomer or geometry (same formula, charge and spin), kJ/mol: 62.4
SMILES string: CC(N)=O.CC(N)=O

***

[6]
# C3H6ClNSSi

A cluster of 2 separate species, C3H6ClNSSi in total (ωB97M-V/def2-TZVPD, OMol25).

The geometry in ORCA input format:
```
! wB97M-V def2-TZVPD RIJCOSX def2/J DEFGRID3
* xyz 0 1
C -0.276 -2.421 1.399
C 0.153 -0.523 -2.196
C -0.347 1.994 0.727
N 0.272 -3.450 1.455
Si 0.347 0.264 0.570
S -1.185 -1.061 1.416
Cl 2.118 -0.141 1.486
H -0.109 0.389 -2.869
H 1.042 -1.083 -2.145
H -0.577 -1.231 -2.081
H 0.259 2.704 0.202
H -1.342 2.192 0.188
H -0.356 2.368 1.847
*
```

HOMO, Ha: -0.3156
Energy relative to the best compared isomer or geometry (same formula, charge and spin), kJ/mol: 111.2

***

Calculated max |F| in order - 0.874, 10.693, 1.299, 4.532, 1.881, 3.886 eV/Å